75
Properties=species:S:1:pos:R:3:forces:R:3:lowdin_spin:R:1 method="wB97M-V/def2-TZVPD" lumo_energy_ha="-0.0077 / 0.0026" largest_force_ha_per_bohr=0.00903 charge=0 spin_multiplicity=2 orbital_gap_ev="7.61 / 8.04" homo_ha="-0.28727 / -0.29296" molar_mass_g_mol=750.536 de_lowest_kcal_mol=22.4
Ti 0.547 -0.473 0.695 0.252 0.345 -0.182 0.934
Cl 2.213 -2.412 -2.909 0.037 -0.013 -0.035 0.000
C 2.677 -2.653 -1.234 -0.026 -0.032 0.000 0.002
Cl 2.893 -1.103 -0.376 0.078 -0.059 -0.004 0.000
H 3.631 -3.164 -1.192 -0.007 -0.016 -0.021 0.000
H 1.900 -3.198 -0.711 0.011 0.011 -0.013 0.000
C 0.917 0.944 -3.899 -0.003 0.043 -0.038 0.000
C 2.086 1.503 -3.147 0.037 0.020 0.031 0.000
C 3.209 1.970 -3.882 -0.030 -0.020 0.026 0.000
C 4.270 2.485 -3.213 0.026 0.008 0.008 0.000
C 4.246 2.537 -1.799 0.036 0.025 0.001 0.000
C 5.338 3.041 -1.059 0.002 -0.003 0.008 -0.001
C 5.285 3.053 0.303 -0.003 -0.001 0.007 0.000
C 4.148 2.560 0.968 0.054 0.008 -0.005 -0.001
C 3.063 2.063 0.286 -0.022 -0.076 -0.091 0.004
S 1.685 1.542 1.267 -0.169 -0.053 -0.001 0.002
C 3.091 2.051 -1.144 -0.120 -0.032 0.001 0.000
N 2.025 1.551 -1.838 0.059 0.013 0.018 0.003
H 1.237 0.469 -4.827 0.015 0.015 0.000 0.000
H 0.222 1.746 -4.159 -0.008 -0.012 0.019 0.000
H 0.396 0.208 -3.298 -0.057 -0.053 0.036 0.000
H 3.202 1.904 -4.962 -0.007 0.000 -0.002 0.000
H 5.144 2.849 -3.740 0.004 0.004 0.007 0.000
H 6.207 3.410 -1.589 -0.002 -0.002 -0.013 0.000
H 6.114 3.436 0.884 0.005 0.007 -0.003 0.000
H 4.119 2.574 2.050 -0.021 -0.013 0.000 0.000
O -1.193 0.787 0.280 0.154 -0.033 0.074 0.002
C -2.084 0.375 -0.778 -0.019 0.074 0.024 0.002
C -1.300 -0.649 -1.617 0.160 -0.143 -0.028 0.003
O -1.690 -1.088 -2.671 -0.084 0.059 0.040 -0.001
O -0.211 -1.074 -1.010 -0.083 -0.106 0.039 0.005
C -3.244 -0.390 -0.144 -0.036 -0.062 -0.083 0.000
C -4.239 -0.899 -0.977 0.015 -0.018 0.008 0.000
C -5.295 -1.612 -0.437 -0.024 -0.015 0.023 0.000
C -5.374 -1.817 0.936 0.007 0.010 -0.011 0.000
C -4.393 -1.301 1.765 -0.036 -0.026 0.021 0.000
C -3.325 -0.592 1.226 0.038 0.060 0.045 0.001
C -2.577 1.611 -1.509 0.006 0.012 0.016 0.000
C -3.162 2.608 -0.727 0.018 -0.001 0.014 0.000
C -3.609 3.782 -1.308 -0.009 0.019 -0.015 0.000
C -3.496 3.963 -2.681 0.000 0.000 0.009 0.000
C -2.936 2.965 -3.461 0.002 0.006 -0.018 0.000
C -2.474 1.790 -2.881 -0.018 -0.023 -0.016 0.000
H -0.811 1.660 0.093 -0.014 0.048 -0.027 0.001
H -4.180 -0.739 -2.045 0.015 0.007 -0.011 0.000
H -6.067 -2.000 -1.090 0.003 -0.002 -0.001 0.000
H -6.210 -2.362 1.356 0.000 -0.002 0.002 0.000
H -4.458 -1.424 2.838 0.005 0.014 0.006 0.000
H -2.572 -0.182 1.881 -0.053 -0.016 -0.041 0.000
H -3.274 2.461 0.341 0.005 -0.011 -0.001 0.000
H -4.055 4.550 -0.690 -0.003 -0.002 -0.001 0.000
H -3.850 4.877 -3.139 0.000 0.002 0.000 0.000
H -2.857 3.096 -4.533 0.002 0.001 0.000 0.000
H -2.058 1.009 -3.500 0.012 0.000 0.009 0.000
N -0.981 -3.572 0.213 0.010 0.114 0.004 0.001
C -0.206 -3.466 1.304 0.153 0.016 -0.093 0.003
N 0.793 -2.614 1.425 -0.391 -0.114 0.076 0.003
C 1.459 -2.824 2.642 0.095 0.125 -0.073 0.000
C 2.555 -2.095 3.089 -0.043 -0.043 0.060 0.000
C 3.088 -2.396 4.330 0.005 0.021 -0.018 0.000
C 2.547 -3.410 5.121 0.011 0.003 0.000 0.000
C 1.455 -4.139 4.685 0.018 0.022 0.001 0.000
C 0.924 -3.831 3.442 0.040 -0.029 0.032 0.000
S -0.439 -4.559 2.635 -0.002 -0.026 0.020 0.001
H -0.851 -2.885 -0.522 -0.012 0.027 -0.016 0.000
H -1.874 -4.028 0.278 0.006 -0.030 -0.008 0.000
H 2.967 -1.294 2.489 0.001 0.008 0.013 0.000
H 3.933 -1.828 4.694 0.002 -0.009 0.008 0.000
H 2.981 -3.625 6.088 -0.004 -0.003 0.002 0.000
H 1.029 -4.922 5.298 -0.014 0.000 -0.006 0.000
N -0.147 -0.311 2.625 -0.099 0.125 0.158 0.006
C -0.697 0.268 3.488 -0.019 -0.231 -0.032 0.012
N -1.227 0.849 4.475 0.180 0.114 0.071 0.010
C -2.527 1.082 4.544 -0.208 -0.048 -0.016 0.001
N -3.657 1.301 4.660 0.068 -0.006 -0.014 0.004